[1]
This record from the OMol25 dataset describes one molecule with the formula C32H35FN2O3. The level of theory is ωB97M-V/def2-TZVPD.

Geometry as XYZ:
```
73
Properties=species:S:1:pos:R:3:forces:R:3
C -2.812426 -1.060025 4.746750 -0.0562 -0.2556 -0.0534
C -3.287958 -2.131913 3.771991 -0.0028 0.2506 -0.0926
C -3.191818 -1.697374 2.310981 0.1724 -0.2558 0.0751
C -1.753183 -1.526439 1.831416 -0.5157 0.0093 -0.0765
C -1.710363 -1.199997 0.349969 0.1983 -0.0819 0.2947
O -2.695343 -1.253570 -0.362010 -0.2401 -0.1394 -0.1522
N -0.495703 -0.846795 -0.146509 0.1313 0.1910 -0.4171
C 0.721996 -0.859668 0.635765 0.0985 0.0363 0.3357
C 0.844515 0.346786 1.522079 0.0774 0.0455 0.0477
C 0.528588 1.584374 1.171312 -0.0300 0.0753 0.1958
C 0.066587 2.051549 -0.188943 -0.2161 -0.0677 0.2022
C -1.428623 1.948678 -0.419213 -0.0414 0.1741 0.0931
C -1.944681 2.183966 -1.691580 -0.1078 0.0733 0.1505
C -3.300515 2.132020 -1.922166 -0.1896 -0.0339 0.0421
C -4.186004 1.856551 -0.878296 0.2515 0.0786 0.0550
O -5.501041 1.809328 -1.209677 0.1700 0.0579 -0.2211
C -6.420881 1.381445 -0.233804 -0.1429 -0.0562 0.1557
C -3.678241 1.673916 0.401819 -0.4141 0.0604 -0.0609
C -2.312361 1.720467 0.620955 0.1612 0.1572 -0.2136
N 0.872907 1.499663 -1.273615 0.0875 0.4404 -0.1688
C 2.070431 2.281929 -1.574816 0.2217 -0.1120 -0.2194
C 3.094407 2.100181 -0.487126 0.0938 0.2034 -0.0727
C 3.771978 0.889216 -0.388199 0.0105 0.1591 0.0161
C 4.661762 0.658912 0.643229 0.0718 0.0296 0.1741
C 4.873180 1.662154 1.572042 -0.1330 0.0852 -0.0375
F 5.736501 1.445512 2.586776 -0.0375 0.0094 -0.0709
C 4.228296 2.881704 1.490052 0.1860 -0.1452 0.1781
C 3.334046 3.091069 0.455181 0.0702 -0.1568 -0.1811
C 0.735945 0.327166 -1.943073 -0.3255 -0.0099 0.0162
O 1.497110 0.045101 -2.853685 0.1526 -0.2588 -0.2498
C -0.404991 -0.616503 -1.575366 -0.2952 -0.4231 -0.3578
C -0.286231 -1.955639 -2.345618 0.0066 0.2668 -0.0273
C 0.665166 -2.907773 -1.681494 -0.0610 -0.0472 -0.1570
C 0.194215 -3.821572 -0.745917 0.0292 0.0197 -0.0393
C 1.066192 -4.671213 -0.088002 -0.0198 -0.0771 0.1131
C 2.422955 -4.618735 -0.358852 0.0888 -0.0633 0.0932
C 2.900260 -3.718784 -1.296962 0.0863 -0.0230 0.0245
C 2.027353 -2.870715 -1.955319 0.0432 -0.0188 -0.0728
H -3.355699 -0.131295 4.584846 -0.0408 0.1461 0.0101
H -1.749947 -0.862536 4.627268 0.1245 0.0845 0.0344
H -2.981623 -1.380111 5.772421 0.0344 0.0571 0.1235
H -4.330160 -2.371456 3.994488 0.0175 -0.0879 0.0076
H -2.702741 -3.042571 3.920071 -0.0467 -0.0971 0.0114
H -3.723698 -0.755115 2.171453 -0.0991 0.0219 -0.0604
H -3.679067 -2.439471 1.676221 -0.0362 0.0990 -0.0347
H -1.252591 -0.733427 2.386678 0.1151 -0.0348 0.0357
H -1.201211 -2.456975 1.995245 0.1207 0.0063 0.0389
H 0.772898 -1.770200 1.240185 0.0809 0.0654 -0.1298
H 1.570217 -0.894004 -0.054644 -0.0351 -0.1455 0.1047
H 1.224002 0.162827 2.517823 0.0589 0.0731 0.1508
H 0.634224 2.373700 1.903136 0.0383 0.0248 0.1561
H 0.281064 3.130849 -0.218853 0.0605 -0.2150 -0.0274
H -1.271841 2.392921 -2.511224 0.0591 0.0090 -0.1028
H -3.704049 2.292233 -2.909147 -0.0554 0.0153 -0.1325
H -7.382507 1.320772 -0.740944 0.0444 -0.0063 0.0817
H -6.494920 2.097025 0.592188 0.0168 -0.0419 -0.0262
H -6.152320 0.395497 0.157149 -0.0007 0.0289 0.0065
H -4.334536 1.487735 1.236732 -0.0985 -0.0415 0.0556
H -1.936056 1.572732 1.622207 0.0336 -0.0732 0.1077
H 2.458816 1.910760 -2.526245 -0.0752 0.1977 0.1712
H 1.796556 3.334523 -1.685167 -0.0131 -0.0627 0.0245
H 3.601081 0.125704 -1.132117 -0.0410 -0.1308 -0.1054
H 5.190887 -0.276465 0.732805 0.0784 -0.0958 0.0283
H 4.426335 3.644375 2.226480 0.0415 0.0565 0.0949
H 2.824322 4.040681 0.380427 -0.0864 0.1057 -0.0174
H -1.349526 -0.149704 -1.882381 0.2430 -0.0862 0.0515
H 0.046068 -1.730578 -3.358984 -0.1064 -0.0578 0.0195
H -1.281967 -2.398777 -2.380837 0.0074 0.0478 0.0017
H -0.865664 -3.867064 -0.537013 -0.1409 -0.0059 0.0030
H 0.686417 -5.379183 0.635186 -0.0294 -0.0578 0.0486
H 3.104418 -5.281880 0.153906 0.0502 -0.0544 0.0371
H 3.957193 -3.681193 -1.518988 0.0853 -0.0005 -0.0283
H 2.396522 -2.166962 -2.686290 0.0145 0.0584 -0.0612
```
Forces are in eV/Å.

Output
DFT total energy: -1675.50956 Eh
structure (SMILES): CCCCC(=O)N1C/C=C\[C@H](c2ccc(OC)cc2)N(Cc2ccc(F)cc2)C(=O)[C@H]1Cc1ccccc1
E_LUMO: 0.6 eV
highest occupied orbital energy: -8.4 eV

[2]
This record from the OMol25 dataset describes a 7-piece molecular cluster, C53H53BrF5NO4 overall in a non-equilibrium geometry. The level of theory is ωB97M-V/def2-TZVPD.

Geometry as XYZ:
```
117
Properties=species:S:1:pos:R:3:forces:R:3
C 7.240840 0.292576 -1.583006 0.7491 -0.6651 0.6790
O 6.987519 -0.391253 -2.868530 -1.7962 1.9429 0.7867
C 5.764407 0.151497 -3.523278 0.0434 0.9669 -1.5266
C 4.719082 -1.000966 -4.038799 0.3371 -0.9364 0.3900
C 3.414898 -1.240939 -3.075410 -0.3919 -0.4163 -0.1346
C 2.452024 0.117115 -2.911804 1.4557 -0.0991 -0.5192
C 1.117858 0.032552 -3.844273 0.0581 -1.6540 0.2674
C -0.193397 0.871501 -3.284818 0.7689 -0.1343 -2.1592
N -1.396772 -0.027973 -3.619097 -5.5627 4.8456 1.3638
C -2.581528 0.642142 -3.475911 -2.8070 2.9464 1.0476
O -3.730020 1.350637 -3.293538 9.5918 -6.4007 -1.7030
O -0.115403 1.253224 -1.868922 -1.2971 -3.0592 0.8681
C -0.386005 0.135610 -0.956407 2.6369 -5.8894 -0.6651
O 0.161722 -1.080434 -0.983297 -3.5519 8.6595 -0.2198
Br -1.799267 0.473328 0.469630 1.8251 0.0747 -1.8431
C -0.232691 2.311968 -4.134139 1.6723 2.2822 -0.4426
F -1.011419 3.376369 -3.396059 1.4984 -3.3502 -2.3624
F -0.710241 2.129930 -5.543389 0.7011 0.3409 4.3626
C 1.292677 2.981350 -4.292850 2.4749 1.0925 0.1103
C 2.061527 2.958191 -5.773203 2.1452 1.9021 3.7876
C 3.576997 3.645493 -5.840522 -2.6558 -0.3201 3.4296
C 4.225606 4.307602 -4.466816 -2.9930 -1.5502 0.4038
C 3.462968 4.284066 -3.006431 -1.3474 -1.3604 -3.5612
C 4.240115 4.939023 -1.703701 -0.1412 -0.8765 0.2394
F 3.210640 5.420042 -0.751286 3.7617 -1.1330 -2.8406
F 5.208962 5.988186 -2.115052 -3.3518 -3.2940 1.7528
F 5.039541 3.885952 -0.973620 -2.4304 3.5468 -2.1509
C 1.944982 3.601426 -2.921658 2.1641 0.2568 -3.4704
H 6.943649 1.426595 -1.567629 0.3171 -2.2148 -0.1463
H 8.415430 0.253899 -1.384274 -2.6168 -0.0941 -0.4359
H 6.671365 -0.342593 -0.751989 1.2313 1.6945 -1.5005
H 5.251126 1.015924 -2.880032 1.0192 -2.1221 -1.1414
H 6.158426 0.704054 -4.505245 -0.8127 -1.1051 2.0062
H 5.336701 -2.021048 -4.073677 -1.2773 2.2172 0.0895
H 4.368461 -0.814806 -5.154447 0.6976 -0.0671 2.3666
H 3.744267 -1.639396 -1.999735 -0.6120 1.0396 -2.3839
H 2.767589 -2.119741 -3.554113 1.3696 1.8565 1.0269
H 3.113065 1.015403 -3.308097 -1.4769 -1.6658 1.0490
H 2.276996 0.233067 -1.763507 -0.0804 0.0021 -2.3807
H 1.378939 0.282802 -4.982078 -0.7704 -0.1835 2.6368
H 0.792027 -1.115949 -3.866338 0.4752 2.5970 0.1974
H 1.538020 2.465862 -6.720472 1.2782 1.2731 2.3866
H 4.150937 3.655300 -6.882936 -1.2740 0.0919 2.6914
H 5.285934 4.808369 -4.514752 -2.3451 -1.1271 0.0280
H 1.344576 3.565828 -1.906125 1.4033 0.1073 -2.4114
C -2.930972 2.897569 3.631519 0.0405 -0.0726 0.1468
C -3.193315 1.530451 3.715016 0.0856 0.1313 0.1892
C -2.997080 0.854146 4.918707 0.0338 0.1374 0.0019
C -2.533901 1.544609 6.038955 -0.0377 0.0921 -0.1893
C -2.262678 2.909889 5.952980 -0.0653 -0.0727 -0.1280
C -2.462480 3.587034 4.750300 -0.0442 -0.1961 -0.0084
H -3.090373 3.425593 2.695305 0.0325 -0.0720 0.1205
H -3.551822 0.991736 2.841434 -0.0187 0.0622 0.1316
H -3.204901 -0.210631 4.984313 0.0339 0.1341 -0.0079
H -2.383381 1.018535 6.977558 -0.0091 0.0624 -0.1284
H -1.896025 3.447020 6.824305 -0.0637 -0.0859 -0.1392
H -2.253313 4.651449 4.684097 -0.0354 -0.1594 0.0089
C 7.097072 2.999082 -8.152983 0.1128 0.1539 0.0964
C 7.894723 3.763329 -9.004152 0.0146 0.0049 0.1321
C 8.870669 4.607559 -8.475405 -0.0960 -0.0967 0.1318
C 9.046355 4.691026 -7.093958 -0.1624 -0.1089 -0.1021
C 8.242431 3.933767 -6.242364 -0.0288 0.0013 -0.1228
C 7.268972 3.086664 -6.771211 0.0857 0.1137 -0.1302
H 6.341255 2.336327 -8.565549 0.1008 0.0677 0.0411
H 7.756211 3.700322 -10.080595 0.0320 0.0035 0.1689
H 9.494426 5.200452 -9.139219 -0.0815 -0.0810 0.0847
H 9.808338 5.346698 -6.681814 -0.0995 -0.0806 -0.0321
H 8.375156 4.003120 -5.165460 -0.0002 -0.0288 -0.1555
H 6.644151 2.494843 -6.107539 0.0900 0.0565 -0.0644
C -8.202928 -2.531353 5.255712 0.1318 0.1304 0.0881
C -7.405277 -1.767106 4.404544 0.0214 -0.0096 0.1615
C -6.429331 -0.922876 4.933291 -0.0932 -0.1067 0.1294
C -6.253645 -0.839409 6.314738 -0.1205 -0.1095 -0.0864
C -7.057569 -1.596667 7.166331 -0.0231 -0.0311 -0.1842
C -8.031028 -2.443771 6.637485 0.0822 0.0853 -0.1177
H -8.958745 -3.194108 4.843147 0.0977 0.0977 0.0628
H -7.543789 -1.830113 3.328100 0.0259 0.0043 0.1626
H -5.805574 -0.329983 4.269477 -0.0877 -0.0550 0.1042
H -5.491662 -0.183737 6.726882 -0.0961 -0.0537 -0.0660
H -6.924844 -1.527315 8.243236 -0.0148 -0.0068 -0.1560
H -8.655849 -3.035592 7.301156 0.0828 0.0618 -0.0873
C -8.487804 -6.170423 9.569372 -0.1505 0.0796 0.0402
C -9.577637 -7.039059 9.619823 -0.0188 0.1754 0.0308
C -10.849217 -6.547473 9.913415 0.1423 0.1484 0.0235
C -11.030608 -5.186601 10.161110 0.1650 -0.0834 -0.0411
C -9.939207 -4.319373 10.119819 0.0179 -0.1419 -0.0422
C -8.668193 -4.810317 9.822524 -0.1447 -0.1417 -0.0048
H -7.498280 -6.552711 9.333977 -0.1387 0.0527 0.0401
H -9.436015 -8.099977 9.429346 -0.0012 0.1550 0.0063
H -11.698907 -7.224217 9.949283 0.1018 0.1107 -0.0008
H -12.021561 -4.802898 10.387321 0.1354 -0.0548 -0.0233
H -10.079327 -3.259670 10.318677 0.0170 -0.1596 -0.0351
H -7.818178 -4.134003 9.788073 -0.1078 -0.0957 0.0025
C 15.149379 5.669986 -8.328928 -0.1818 0.0837 0.0557
C 14.059546 4.801351 -8.278477 -0.0070 0.1553 0.0122
C 12.787967 5.292936 -7.984886 0.1224 0.1311 -0.0032
C 12.606575 6.653809 -7.737191 0.2074 -0.1212 -0.0442
C 13.697976 7.521036 -7.778481 0.0203 -0.1289 -0.0337
C 14.968990 7.030093 -8.075777 -0.1471 -0.1355 0.0004
H 16.138904 5.287698 -8.564324 -0.1381 0.0513 0.0433
H 14.201168 3.740432 -8.468955 -0.0280 0.1668 0.0233
H 11.938276 4.616192 -7.949017 0.1217 0.0723 -0.0042
H 11.615622 7.037511 -7.510979 0.1145 -0.0265 -0.0214
H 13.557856 8.580740 -7.579623 0.0215 -0.1672 -0.0371
H 15.819005 7.706406 -8.110228 -0.1284 -0.0957 0.0040
C -13.158409 -10.425512 5.935044 0.1088 0.0705 0.1602
C -13.103837 -11.355407 6.972892 0.0579 0.1450 0.0248
C -12.471406 -11.027319 8.171706 0.0040 0.1260 -0.1141
C -11.889116 -9.769682 8.331436 -0.1113 -0.0712 -0.2252
C -11.935557 -8.843067 7.290200 -0.0616 -0.1057 -0.0302
C -12.571271 -9.169752 6.092690 -0.0157 -0.1672 0.1329
H -13.657114 -10.679051 5.003527 0.0770 0.0294 0.1271
H -13.555319 -12.336408 6.847640 0.0635 0.1555 0.0247
H -12.432057 -11.751075 8.981566 -0.0069 0.1028 -0.1191
H -11.398589 -9.512842 9.266211 -0.0574 -0.0573 -0.1052
H -11.476632 -7.864990 7.412286 -0.0702 -0.1491 -0.0156
H -12.609427 -8.446706 5.282221 0.0075 -0.1004 0.1236
```
Forces are in eV/Å.

Output
DFT total energy: -5479.79730 Eh
structure (SMILES): COCCCCC[C@@](N=C=O)(OC(=O)Br)C(F)(F)c1cccc(C(F)(F)F)c1.c1ccccc1.c1ccccc1.c1ccccc1.c1ccccc1.c1ccccc1.c1ccccc1
E_LUMO: -1.2 eV
highest occupied orbital energy: -9.3 eV

[3]
This record from the OMol25 dataset describes one molecule with the formula C11H12 in a non-equilibrium geometry. The level of theory is ωB97M-V/def2-TZVPD.

Geometry as XYZ:
```
23
Properties=species:S:1:pos:R:3:forces:R:3
C 0.774559 -0.929921 -2.460795 -0.9394 -0.7491 1.5223
C 0.624077 -0.973235 -0.900584 -0.4916 1.9995 0.2418
C 0.145334 -2.183279 -0.091877 0.2277 -3.2895 -0.7581
C -0.818184 -1.697863 1.029773 1.3543 -0.9923 1.5136
C -1.043675 -0.372077 0.972095 1.8315 -0.7519 -1.5357
C -1.347574 0.947047 1.651067 1.0547 -0.6519 2.7417
C -0.151647 1.877757 1.177331 -1.0400 0.7016 -0.5732
C -0.032464 2.651125 -0.198919 -0.0205 1.4400 0.1482
C 0.421733 1.300005 -0.077743 0.2615 -2.7610 0.6580
C 1.380449 0.089067 -0.052257 -1.8691 -0.4704 0.3283
C -0.328699 0.045391 -0.259722 2.1633 0.0471 -0.6233
H -0.024689 -1.632004 -2.824385 0.4276 1.0874 -0.1531
H 1.722377 -1.354823 -2.845762 -0.2971 0.6862 0.3755
H 0.586402 0.160540 -2.657366 0.3671 -1.3233 -0.6197
H 0.924027 -3.011638 0.294355 -1.2886 2.2814 -0.4843
H -0.366286 -2.839128 -0.870518 0.0837 0.7192 0.9361
H -0.801562 -2.372407 1.932184 -0.7941 0.9065 -0.9443
H -2.402288 1.088297 1.499883 -0.3848 1.2860 -0.7060
H -1.312907 0.905189 2.797453 0.1833 -0.2164 -1.4769
H 0.581292 2.252115 1.912494 -0.7870 -0.2881 -0.2298
H -0.854763 2.902214 -0.881855 0.1528 -0.2728 0.5408
H 0.712177 3.440728 -0.114636 -0.1200 -0.0310 -0.1227
H 1.612312 -0.293101 0.969784 -0.0753 0.6430 -0.7792
```
Forces are in eV/Å.

Output
DFT total energy: -426.10931 Eh
structure (SMILES): C[C@@]12CC=C3C[C@@H]4C[C@@]45[C@H]1[C@@]352
E_LUMO: 0.9 eV
highest occupied orbital energy: -7.5 eV

- What is the DFT total energy in the third record?
  -426.10931 Eh

- The highest E_LUMO belongs to which entry?
  C11H12